Computed, not measured: 15 unconnected molecules or ions with the total composition C40H120N10O15 in a non-equilibrium geometry, with the ωB97M-V functional and the def2-TZVPD basis.

Structure (ORCA input):
```
! RIJCOSX wB97M-V def2-TZVPD def2/J DEFGRID3
* xyz 0 1
C 5.417 -25.218 19.827
C 5.041 -23.840 19.281
C 6.008 -23.536 18.149
O 7.283 -23.510 18.565
C 8.251 -23.760 17.554
N 3.612 -23.816 18.940
H 4.827 -25.533 20.734
H 6.485 -25.176 20.046
H 5.060 -25.953 19.079
H 5.150 -23.099 20.084
H 5.675 -22.551 17.664
H 5.844 -24.296 17.370
H 8.441 -22.759 17.092
H 8.008 -24.642 16.983
H 9.144 -24.017 18.165
H 3.457 -24.267 18.082
H 3.143 -22.887 18.825
C -0.854 -24.608 20.238
C 0.653 -24.297 20.336
C 0.850 -22.956 21.002
O 0.465 -21.859 20.195
C 0.655 -20.623 20.865
N 1.213 -25.337 21.219
H -1.189 -24.525 21.239
H -1.013 -25.655 19.929
H -1.347 -23.785 19.689
H 1.208 -24.386 19.380
H 1.915 -23.054 21.236
H 0.297 -23.174 21.910
H 1.653 -20.347 21.117
H 0.047 -20.655 21.787
H 0.262 -19.860 20.223
H 1.273 -25.097 22.247
H 2.141 -25.498 20.857
C 4.730 -17.229 12.198
C 3.473 -16.771 12.907
C 3.303 -15.267 13.075
O 2.108 -15.128 13.789
C 1.714 -13.735 13.940
N 2.329 -17.226 12.158
H 4.864 -18.322 12.200
H 5.643 -16.788 12.516
H 4.667 -17.020 11.130
H 3.500 -17.169 13.900
H 3.344 -14.774 12.074
H 4.201 -14.912 13.570
H 0.746 -13.724 14.332
H 1.639 -13.389 12.901
H 2.396 -13.001 14.380
H 2.558 -18.119 11.792
H 1.578 -17.277 12.852
C 0.187 -16.635 16.219
C -0.610 -17.756 15.519
C -1.922 -18.045 16.254
O -2.500 -19.194 15.704
C -2.054 -20.357 16.363
N -0.856 -17.530 14.091
H 1.058 -16.363 15.663
H 0.344 -16.861 17.276
H -0.410 -15.698 16.206
H -0.036 -18.680 15.589
H -2.628 -17.221 16.050
H -1.879 -18.266 17.342
H -2.650 -21.168 15.930
H -2.275 -20.304 17.431
H -0.989 -20.612 16.224
H -1.424 -16.680 13.988
H -1.459 -18.246 13.724
C -5.879 -21.299 11.861
C -4.542 -21.856 12.303
C -3.712 -22.341 11.114
O -2.468 -22.926 11.554
C -1.643 -23.252 10.510
N -3.833 -20.949 13.157
H -6.407 -22.037 11.287
H -5.806 -20.309 11.351
H -6.430 -21.048 12.761
H -4.728 -22.696 12.983
H -3.451 -21.418 10.422
H -4.309 -23.069 10.421
H -1.931 -24.094 9.878
H -0.611 -23.501 10.885
H -1.646 -22.395 9.829
H -3.663 -19.985 12.980
H -3.034 -21.304 13.671
C 3.924 -30.055 15.109
C 3.971 -29.195 13.898
C 3.059 -29.869 12.877
O 3.637 -31.098 12.304
C 2.919 -32.223 12.605
N 3.446 -27.848 14.214
H 4.756 -29.833 15.775
H 4.036 -31.082 14.757
H 2.977 -29.812 15.583
H 5.031 -29.061 13.544
H 2.880 -29.270 11.999
H 2.046 -29.971 13.317
H 3.427 -33.048 12.114
H 1.878 -32.244 12.256
H 2.958 -32.457 13.679
H 3.481 -27.154 13.487
H 2.497 -27.866 14.621
C -2.448 -18.680 9.716
C -1.173 -18.247 9.014
C -0.285 -17.340 9.849
O -0.996 -16.169 10.088
C -0.283 -15.274 10.971
N -0.373 -19.450 8.724
H -3.126 -19.270 9.052
H -3.060 -17.766 10.027
H -2.061 -19.214 10.546
H -1.385 -17.691 8.109
H 0.634 -17.133 9.294
H 0.057 -17.848 10.787
H -0.900 -14.369 11.104
H 0.755 -15.061 10.686
H -0.187 -15.740 11.937
H -0.829 -20.302 9.065
H -0.280 -19.575 7.734
C 6.506 -25.162 11.951
C 7.154 -24.905 13.339
C 8.471 -24.139 13.109
O 9.107 -23.870 14.347
C 10.165 -22.989 14.260
N 6.293 -24.210 14.236
H 5.659 -25.825 12.082
H 7.207 -25.621 11.288
H 6.190 -24.220 11.478
H 7.447 -25.855 13.778
H 8.235 -23.221 12.570
H 9.099 -24.686 12.401
H 10.766 -23.016 15.200
H 9.916 -21.943 14.331
H 10.740 -23.234 13.382
H 6.723 -23.917 15.114
H 5.903 -23.305 13.816
C 1.297 -22.612 7.764
C 2.079 -22.375 9.020
C 2.994 -23.574 9.421
O 2.145 -24.568 9.915
C 2.747 -25.610 10.638
N 2.956 -21.247 8.860
H 1.942 -22.980 6.948
H 0.782 -21.679 7.445
H 0.644 -23.438 7.875
H 1.382 -22.173 9.890
H 3.696 -23.268 10.206
H 3.612 -23.889 8.504
H 3.736 -25.344 11.014
H 2.834 -26.510 9.988
H 2.119 -25.788 11.539
H 3.686 -21.373 8.163
H 2.373 -20.445 8.668
C 1.707 -23.961 13.638
C 2.546 -22.786 14.024
C 1.655 -21.535 14.157
O 1.202 -21.148 12.831
C -0.029 -20.508 12.713
N 3.136 -23.004 15.385
H 1.399 -23.854 12.583
H 0.954 -24.166 14.386
H 2.325 -24.839 13.715
H 3.335 -22.650 13.274
H 2.202 -20.713 14.641
H 0.813 -21.856 14.782
H -0.793 -21.004 13.324
H -0.450 -20.629 11.702
H 0.176 -19.461 13.009
H 3.831 -22.247 15.550
H 3.665 -23.869 15.238
O 5.752 -21.313 13.046
H 5.922 -20.623 13.698
H 4.959 -21.004 12.536
O 3.544 -20.741 11.624
H 3.585 -20.775 10.640
H 2.587 -20.752 11.819
O 4.281 -25.836 15.993
H 4.074 -26.725 15.551
H 4.970 -25.419 15.388
O 0.860 -23.370 17.234
H 0.782 -22.828 18.030
H 1.627 -22.967 16.809
O 1.605 -26.454 16.482
H 2.485 -26.070 16.653
H 1.017 -25.768 16.873
*
```

## Properties
HOMO-LUMO gap in eV: 9.18
LUMO level in Ha: 0.0145
Relative energy (zero: lowest compared OMol25 entry of this formula, charge and spin) in kJ/mol: 135.5
HOMO in eV: -8.78

Results of the Mulliken charge analysis, in e, for atoms 1 through 4: number 1, C, carries -1.414; number 2, C, carries -0.093; number 3, C, carries 0.802; number 4, O, carries -0.419